1.
{"formula": "C38H44BCl75N3O4", "method": "wB97M-V/def2-TZVPD", "total_charge": 1, "gap_ev": 7.245, "energy_ha": -36478.3603, "spin_multiplicity": 1, "symbols": ["C", "C", "C", "C", "C", "N", "N", "C", "C", "C", "N", "C", "C", "C", "C", "O", "C", "O", "B", "O", "O", "H", "H", "H", "H", "H", "H", "H", "H", "H", "H", "H", "H", "H", "H", "H", "H", "H", "H", "H", "C", "Cl", "Cl", "Cl", "H", "C", "Cl", "Cl", "Cl", "H", "C", "Cl", "Cl", "Cl", "H", "C", "Cl", "Cl", "Cl", "H", "C", "Cl", "Cl", "Cl", "H", "C", "Cl", "Cl", "Cl", "H", "C", "Cl", "Cl", "Cl", "H", "C", "Cl", "Cl", "Cl", "H", "C", "Cl", "Cl", "Cl", "H", "C", "Cl", "Cl", "Cl", "H", "C", "Cl", "Cl", "Cl", "H", "C", "Cl", "Cl", "Cl", "H", "C", "Cl", "Cl", "Cl", "H", "C", "Cl", "Cl", "Cl", "H", "C", "Cl", "Cl", "Cl", "H", "C", "Cl", "Cl", "Cl", "H", "C", "Cl", "Cl", "Cl", "H", "C", "Cl", "Cl", "Cl", "H", "C", "Cl", "Cl", "Cl", "H", "C", "Cl", "Cl", "Cl", "H", "C", "Cl", "Cl", "Cl", "H", "C", "Cl", "Cl", "Cl", "H", "C", "Cl", "Cl", "Cl", "H", "C", "Cl", "Cl", "Cl", "H", "C", "Cl", "Cl", "Cl", "H"], "positions_angstrom": [[-5.86408, 2.31531, 4.74429], [-6.30992, 1.50243, 3.96222], [-6.78084, 0.49541, 2.83382], [-5.97584, 0.88087, 1.53785], [-5.70076, 2.28360, 1.02782], [-5.04391, 2.72973, -0.06651], [-4.49623, 1.81698, -0.83767], [-4.59717, 0.47596, -0.52568], [-3.83398, -0.51051, -1.52553], [-2.28029, -0.09419, -1.57113], [-1.45834, -0.86326, -0.60145], [-0.04270, -0.35667, -0.71123], [0.76529, -0.39922, 0.67194], [-1.37326, -2.27602, -1.00841], [-1.02811, -3.33980, 0.10947], [-1.52640, -2.65426, -2.15390], [-5.31178, -0.17422, 0.60494], [-5.39645, -1.54703, 0.84638], [-4.52695, -1.98368, 1.89469], [-3.42756, -1.26943, 2.40320], [-4.86055, -3.23997, 2.49423], [-5.16867, 3.10416, 5.15329], [-6.65996, -0.58374, 3.13371], [-7.88046, 0.69134, 2.68529], [-6.12529, 3.10794, 1.68536], [-3.96759, 2.12998, -1.66397], [-3.96151, -1.59255, -1.23959], [-4.26373, -0.39610, -2.57622], [-2.13479, 1.01231, -1.33096], [-1.87725, -0.22693, -2.63165], [0.48031, -1.03205, -1.46764], [0.03865, 0.69373, -1.11319], [0.08829, -0.47845, 1.57471], [1.51283, -1.24971, 0.60291], [1.32215, 0.57831, 0.76322], [0.09600, -3.52883, 0.16631], [-1.31485, -2.92969, 1.13012], [-1.54507, -4.33570, -0.06125], [-2.97810, -1.90442, 3.00123], [-4.66488, -3.18153, 3.45253], [1.18115, -6.95090, -4.29834], [2.45304, -7.22178, -3.09878], [1.87164, -6.34438, -5.81008], [0.26959, -8.43806, -4.58452], [0.49981, -6.20227, -3.90934], [-1.43544, 2.29472, 4.39945], [-1.99137, 3.69321, 5.32845], [-2.37197, 2.12004, 2.90898], [0.28699, 2.44381, 4.03599], [-1.58464, 1.39798, 4.99322], [-0.94857, 7.16082, 7.50140], [-1.64243, 8.74710, 7.85010], [0.12893, 6.65249, 8.80732], [-2.22751, 5.96365, 7.25032], [-0.36537, 7.23573, 6.58699], [-2.73948, 6.70137, 2.58824], [-2.01928, 6.70496, 0.97304], [-3.63778, 5.19892, 2.84599], [-1.49367, 6.90969, 3.82326], [-3.43398, 7.53372, 2.66002], [4.47779, -3.38885, -6.64347], [5.45058, -3.17910, -5.16995], [3.65846, -1.88744, -7.08861], [5.49885, -3.94871, -7.97511], [3.72012, -4.14169, -6.44588], [6.80611, -7.70996, -9.03216], [6.66160, -9.31259, -9.76292], [5.41284, -7.36859, -7.99982], [8.30802, -7.58089, -8.10797], [6.83070, -6.97178, -9.82887], [6.20822, 1.37259, -5.29990], [4.79975, 2.38965, -5.64664], [5.77713, -0.34520, -5.26756], [7.47953, 1.65705, -6.49484], [6.59127, 1.64843, -4.32142], [-3.52613, -1.15552, 6.23479], [-4.64354, 0.20041, 6.36163], [-4.36373, -2.59195, 5.63789], [-2.17487, -0.77198, 5.15665], [-3.12892, -1.36379, 7.22455], [2.95439, 9.50192, 8.29146], [2.37016, 10.89105, 9.21297], [2.03003, 9.31725, 6.79254], [4.67847, 9.66840, 7.94077], [2.81235, 8.60815, 8.89295], [2.69141, 5.29033, 4.00475], [2.11225, 6.68322, 4.92946], [1.76130, 5.10954, 2.51191], [4.41424, 5.45372, 3.64921], [2.54962, 4.39700, 4.60693], [-8.30624, -3.22009, 5.07378], [-7.67867, -1.94255, 6.12170], [-8.81615, -2.55162, 3.51612], [-7.09322, -4.48720, 4.83995], [-9.17319, -3.66256, 5.55633], [11.30656, -6.08485, -5.91618], [10.23842, -5.25224, -4.77987], [11.85976, -4.97401, -7.17537], [12.68297, -6.79753, -5.06759], [10.74513, -6.88570, -6.38919], [1.62278, 4.43040, -4.07812], [2.34297, 4.47229, -5.69110], [0.74852, 2.91137, -3.81748], [2.86165, 4.65474, -2.83717], [0.91536, 5.25502, -4.00738], [10.99768, -10.25044, -3.62748], [11.46594, -11.77325, -4.39117], [12.36819, -9.53835, -2.76732], [10.36320, -9.12438, -4.83497], [10.21164, -10.45626, -2.90646], [-0.18898, 8.33774, -2.70326], [-0.99593, 7.71271, -1.25807], [-0.53027, 7.31178, -4.10818], [-0.68717, 10.00204, -3.01568], [0.88320, 8.32879, -2.52705], [15.09168, -3.60338, -4.18204], [14.02415, -2.76954, -3.04361], [15.64447, -2.49301, -5.44186], [16.46921, -4.31628, -3.33338], [14.52900, -4.40578, -4.65575], [11.66333, -15.26057, -6.84182], [10.35279, -15.27985, -8.02843], [11.95842, -16.88702, -6.21453], [13.13677, -14.59137, -7.55375], [11.36523, -14.62517, -6.01537], [2.44128, 8.08099, 12.69249], [1.88538, 9.48044, 13.61761], [1.49897, 7.90595, 11.20357], [4.16419, 8.22422, 12.32188], [2.29441, 7.19216, 13.29644], [-9.18884, -0.29922, -0.35641], [-10.50712, -0.18761, 0.81480], [-9.78210, -0.00447, -1.99288], [-7.89581, 0.84750, 0.05179], [-8.77948, -1.30580, -0.31635], [-9.08539, 4.17299, -1.82056], [-10.11618, 4.88685, -0.57735], [-8.56684, 5.40021, -2.98218], [-7.68296, 3.38066, -1.08213], [-9.66200, 3.42059, -2.35252], [-12.06826, -3.29496, -3.12181], [-11.08304, -3.25495, -1.65236], [-12.89839, -1.75175, -3.35522], [-11.07068, -3.68335, -4.52774], [-12.81797, -4.07284, -3.00882], [-0.88013, 10.47961, -7.28786], [-0.37294, 8.79430, -7.45881], [-2.27901, 10.60267, -6.21283], [0.45396, 11.47152, -6.68706], [-1.16806, 10.85072, -8.26723], [1.87411, 4.34266, 14.90554], [2.53032, 5.69988, 15.82924], [1.36894, 4.87554, 13.29556], [3.06180, 3.04003, 14.78483], [1.00149, 3.96254, 15.42896], [7.84058, -13.37282, -5.72547], [6.77941, -12.53783, -4.58383], [8.40168, -12.26007, -6.97888], [9.21301, -14.10008, -4.87825], [7.27329, -14.16733, -6.20197], [-13.93756, 5.10065, 0.43744], [-13.26461, 3.51464, 0.03570], [-15.31058, 4.92987, 1.53595], [-12.69856, 6.14597, 1.14954], [-14.28941, 5.56447, -0.47965]]}



2.
{"formula": "C38H44FN2P2RuSi2", "method": "wB97M-V/def2-TZVPD", "de_lowest_kcal_mol": 10.6, "total_charge": 1, "gap_ev": [6.928, 7.388], "energy_ha": -3040.2089, "spin_multiplicity": 5, "symbols": ["Ru", "C", "Si", "C", "C", "N", "P", "C", "P", "N", "Si", "C", "C", "C", "C", "C", "C", "C", "C", "C", "C", "C", "C", "C", "C", "C", "C", "C", "C", "C", "C", "C", "C", "C", "C", "C", "C", "C", "H", "H", "H", "H", "H", "H", "H", "H", "H", "H", "H", "H", "H", "H", "H", "H", "H", "H", "H", "H", "H", "H", "H", "H", "H", "H", "H", "H", "H", "H", "H", "H", "H", "H", "H", "H", "H", "H", "F", "C", "C", "C", "C", "C", "C", "C", "H", "H", "H", "H", "H", "H"], "positions_angstrom": [[0.04784, 0.45354, -1.08594], [-2.61996, -2.94432, -1.63811], [-2.40990, -1.18229, -2.17865], [-3.97252, -0.53791, -2.92633], [-0.99797, -1.06162, -3.41503], [-1.90687, -0.15696, -0.86389], [-1.68652, -0.13761, 0.73810], [0.02393, 0.05160, 0.87299], [1.66024, -0.50243, 0.80998], [1.97884, -0.15827, -0.73580], [3.36154, -0.49111, -1.77115], [3.72606, 1.07044, -2.70846], [4.80853, -1.00637, -0.72983], [2.89488, -1.84216, -2.95406], [2.63475, 0.45608, 1.97417], [3.31192, 1.58224, 1.51139], [3.98286, 2.40417, 2.40539], [3.97799, 2.10692, 3.76097], [3.29349, 0.99256, 4.22889], [2.61992, 0.17174, 3.33915], [1.90823, -2.25147, 1.13729], [1.07548, -3.14160, 0.45294], [1.26492, -4.50694, 0.56384], [2.29564, -4.99686, 1.35930], [3.13534, -4.12162, 2.03052], [2.94784, -2.74957, 1.91811], [-2.44162, 1.34972, 1.41102], [-2.75742, 2.42039, 0.58036], [-3.24653, 3.59827, 1.12790], [-3.42660, 3.70512, 2.49970], [-3.12170, 2.63401, 3.33117], [-2.63051, 1.45812, 2.78782], [-2.45017, -1.50643, 1.59935], [-3.83770, -1.64697, 1.50994], [-4.45884, -2.72966, 2.10713], [-3.70242, -3.66916, 2.80041], [-2.32827, -3.52240, 2.90700], [-1.69998, -2.43907, 2.30605], [-2.72960, -3.58576, -2.51701], [-3.51839, -3.05991, -1.02822], [-1.77243, -3.31346, -1.05570], [-4.27853, -1.15078, -3.77800], [-3.85247, 0.48987, -3.27528], [-4.78589, -0.55353, -2.19672], [-1.32476, -1.29937, -4.43078], [-0.17885, -1.74234, -3.16994], [-0.58515, -0.03981, -3.50174], [4.14974, 1.84161, -2.06067], [2.80781, 1.46934, -3.14972], [4.43158, 0.89574, -3.52366], [4.99702, -0.30256, 0.08407], [5.70697, -1.04164, -1.35142], [4.66495, -2.00075, -0.30143], [2.08876, -1.50970, -3.61361], [2.55545, -2.73237, -2.41786], [3.73766, -2.13089, -3.58635], [3.30859, 1.81821, 0.45361], [4.50832, 3.27765, 2.04274], [4.50543, 2.74573, 4.45702], [3.28303, 0.76423, 5.28630], [2.07333, -0.68545, 3.71602], [0.27452, -2.75947, -0.17191], [0.61457, -5.19033, 0.03336], [2.44644, -6.06471, 1.44934], [3.94341, -4.50496, 2.63912], [3.62339, -2.07452, 2.42678], [-2.62918, 2.33218, -0.49146], [-3.48825, 4.43173, 0.48133], [-3.81327, 4.62271, 2.92372], [-3.27130, 2.71401, 4.39967], [-2.39526, 0.62355, 3.43905], [-4.42820, -0.90727, 0.97994], [-5.53277, -2.84218, 2.04050], [-4.19161, -4.51412, 3.26697], [-1.74559, -4.24877, 3.45800], [-0.62797, -2.31814, 2.39372], [-0.70810, 8.69849, -0.39418], [-0.41221, 7.39428, -0.47527], [-0.42093, 6.63612, 0.68638], [-0.11528, 5.29638, 0.60008], [0.20369, 4.69496, -0.64280], [0.49419, 3.32257, -0.70968], [0.19686, 5.51550, -1.79644], [-0.10836, 6.85595, -1.71670], [-0.66411, 7.10808, 1.62851], [-0.12185, 4.68155, 1.49219], [0.54122, 2.74042, 0.20296], [0.79056, 2.89231, -1.66411], [0.43938, 5.07703, -2.75687], [-0.11476, 7.49392, -2.58957]]}